(1)
C32H50BFN16O2P as an isolated structure at a distorted geometry, computed with ωB97M-V/def2-TZVPD.

LUMO: -2.4 eV
Highest occupied orbital energy: -9.61 eV
Net charge: +1

Each line ends with the Mulliken charge.
Cartesian coordinates (Å):
N (0.668, 3.482, 6.221)  -0.421
C (2.415, -3.039, 1.692)  -0.813
C (-2.156, -0.322, -4.501)  0.465
H (-1.340, -2.238, 1.854)  0.367
N (-2.181, 3.075, -2.599)  -0.845
H (0.169, 2.635, 4.052)  0.307
C (1.163, 5.949, 5.491)  -0.799
C (-1.501, 2.282, -1.742)  1.095
H (-3.289, -1.193, 0.804)  0.144
H (0.535, 1.072, 4.796)  0.321
N (2.601, -0.588, 2.602)  -0.378
C (-9.040, -1.447, -3.587)  0.165
H (2.237, 6.092, 5.378)  0.269
C (-4.578, -3.259, -3.359)  0.429
H (-1.260, 1.209, -5.641)  0.344
H (-1.639, -0.272, -6.544)  0.392
H (5.442, 0.162, 5.134)  0.265
H (-4.401, 1.565, 0.981)  0.349
B (-5.268, 0.652, -0.527)  0.563
C (0.592, -9.798, -3.282)  0.379
C (-0.063, 0.973, 2.780)  0.407
N (-3.342, 1.292, -1.998)  1.511
H (0.659, -1.393, -0.599)  0.228
H (1.963, 5.617, -2.361)  0.251
C (-2.507, -1.522, 0.085)  0.525
C (7.401, 4.600, 2.314)  -0.861
H (-5.357, -3.643, -5.280)  0.364
C (-0.748, -5.772, -1.496)  0.385
H (-5.149, 0.582, -2.724)  0.184
H (-6.136, -0.120, 0.954)  0.283
H (3.016, -3.708, 2.306)  0.367
C (0.885, 4.563, 5.900)  0.433
N (-3.999, -3.595, -2.427)  -0.433
N (-4.328, 2.899, -3.521)  0.053
C (-4.454, 0.345, -1.883)  -0.728
N (-2.286, -0.890, -3.511)  -0.261
C (-5.323, -2.831, -4.555)  -0.640
C (6.733, 3.573, 3.129)  0.357
H (5.994, 0.742, 3.554)  0.123
H (-2.918, -2.038, -0.799)  -0.300
H (-1.130, -6.164, -3.530)  0.266
O (-4.912, 1.814, 0.195)  -0.593
N (-9.473, -1.975, -4.509)  -0.361
H (7.403, 5.549, 2.847)  0.284
N (-0.589, 0.435, 1.908)  -0.387
H (-2.219, -3.539, 0.985)  0.439
N (8.280, -1.143, 4.652)  -0.430
H (-4.167, -0.709, -2.019)  -0.265
C (2.817, 5.998, -0.473)  0.372
H (0.585, 0.000, -1.768)  0.476
C (-8.483, -0.770, -2.405)  -0.100
H (8.428, 4.301, 2.113)  0.292
H (1.673, 1.791, 3.642)  0.322
C (-0.161, 2.523, -1.209)  -1.131
N (-0.422, -9.849, -2.746)  -0.443
N (6.212, 2.773, 3.767)  -0.418
C (0.704, 2.887, -0.463)  -0.147
C (7.238, -0.702, 4.452)  0.299
N (-2.155, 1.159, -1.358)  -0.161
C (1.892, -9.732, -3.969)  -0.786
H (2.775, -3.081, 0.665)  0.279
H (9.686, 2.125, 7.058)  0.317
C (-1.989, 0.409, -5.770)  -1.233
C (2.519, -1.661, 2.203)  0.406
C (-1.354, -6.594, -2.555)  -0.521
H (-4.832, -1.970, -5.007)  0.146
H (1.377, -3.368, 1.718)  0.163
H (1.458, 3.228, 0.239)  0.541
H (-0.752, -2.862, 0.283)  0.179
C (5.906, -0.133, 4.194)  -0.258
H (2.650, -9.349, -3.288)  0.270
H (8.046, 2.453, 6.466)  0.186
H (-8.606, -1.398, -1.525)  0.286
C (9.082, 2.787, 6.440)  -0.627
N (3.429, 5.656, 0.437)  -0.405
C (-1.656, -2.597, 0.859)  -1.356
O (-6.259, -0.158, -0.007)  -0.546
H (-8.997, 0.176, -2.241)  0.341
H (-2.434, -6.630, -2.422)  0.256
H (1.821, -9.072, -4.832)  0.262
H (2.506, 7.288, -2.109)  0.331
H (5.275, -0.872, 3.703)  0.046
H (-0.956, -7.607, -2.512)  0.030
H (6.872, 4.722, 1.370)  0.296
H (9.444, 2.744, 5.415)  0.225
C (2.029, 6.430, -1.639)  -0.794
C (9.173, 4.167, 6.945)  0.253
H (2.184, -10.726, -4.303)  0.303
H (-2.941, 0.840, -6.077)  0.300
F (-4.152, 4.066, -4.163)  -0.164
H (-5.206, 2.424, -3.664)  0.152
C (-3.365, 2.402, -2.728)  0.339
H (0.673, 6.161, 4.542)  0.272
N (9.244, 5.244, 7.335)  -0.366
H (1.025, 6.708, -1.324)  0.272
H (0.790, 6.638, 6.247)  0.294
H (-6.342, -2.559, -4.280)  0.087
C (0.619, 1.661, 3.886)  -1.128
H (-7.422, -0.577, -2.556)  -0.319
P (-1.414, -0.066, -0.250)  0.751
N (-0.276, -5.131, -0.670)  -0.407
H (-0.365, -1.476, -2.037)  0.342
C (0.005, -0.783, -1.252)  -1.181

(2)
C32H50Br2F3IN3O13P2 as an isolated structure at a distorted geometry, computed with ωB97M-V/def2-TZVPD.

LUMO: -3.4 eV
Highest occupied orbital energy: -11.33 eV
Net charge: +1

Each line ends with the Mulliken charge.
Cartesian coordinates (Å):
H (1.382, 4.407, -7.782)  0.250
O (3.804, -2.221, -2.627)  -0.384
O (-0.465, -3.883, 4.024)  -0.418
H (-2.248, 5.327, 3.199)  0.240
C (-1.324, -2.822, 1.936)  -2.518
C (-1.869, -0.963, 0.334)  -1.536
H (-1.996, -3.462, 1.345)  0.595
O (-1.132, 4.231, -9.134)  -0.561
H (0.792, -4.971, 0.383)  0.352
O (-0.785, 4.282, 4.219)  -0.319
H (0.514, 0.604, -7.718)  0.265
C (-0.648, -1.686, 1.067)  2.146
F (2.065, -3.343, -3.062)  -0.256
H (6.393, -0.792, 1.677)  0.475
H (0.128, -1.387, 3.080)  1.170
H (-3.662, 0.658, -0.290)  0.475
C (1.265, -1.461, -0.544)  -0.208
C (0.552, 5.488, 2.708)  -0.297
H (3.164, 0.697, 2.687)  0.299
O (-6.235, 1.277, 0.831)  -0.369
C (2.790, -2.591, -2.228)  0.247
H (2.372, -1.647, 5.384)  0.292
C (-1.467, 5.521, 3.938)  -0.392
O (-0.833, -5.941, 4.742)  -0.476
C (2.068, 0.563, 2.799)  -0.353
C (1.175, 3.718, -8.603)  -0.376
H (-0.782, 7.239, 2.768)  0.339
C (0.050, -0.773, 2.163)  -2.713
C (-5.853, 2.464, 0.097)  -0.004
I (-1.181, 0.842, 2.929)  0.262
H (4.743, -1.579, 0.201)  0.401
H (-3.711, -2.148, 0.765)  0.383
O (2.260, -0.658, -4.638)  -0.525
N (1.497, -0.434, 1.855)  1.314
O (2.774, 1.435, -2.987)  -0.411
C (1.708, 2.320, -8.321)  -0.579
C (2.745, -0.950, 4.620)  -0.808
C (3.336, 0.085, 0.072)  -0.161
O (-0.631, 2.287, -8.112)  -0.382
C (-7.127, 3.183, -0.412)  -1.286
H (4.027, -1.208, 1.801)  -0.106
H (1.873, 1.794, -9.264)  0.283
H (-5.281, 2.158, -0.806)  0.253
H (2.644, 2.308, -7.763)  0.313
H (3.730, -1.124, 4.156)  0.295
H (5.552, 0.683, 2.129)  0.357
C (-1.296, -4.988, 4.265)  0.588
C (-0.319, 3.481, -8.680)  0.429
H (-7.745, 2.436, -0.940)  0.321
C (1.982, 0.093, 4.278)  -0.608
C (5.715, -0.003, 1.281)  -1.659
Br (3.829, 2.025, 0.245)  -0.009
H (-2.865, -5.439, 2.863)  0.234
C (0.554, 1.683, -7.569)  -0.005
C (-0.392, 6.453, 3.412)  -0.553
H (-6.831, 4.013, -1.074)  0.363
H (-0.309, -1.473, -2.814)  0.095
H (0.771, -3.488, 2.434)  -0.159
H (-3.328, -0.998, 2.055)  0.536
H (-1.651, 0.106, 0.145)  0.236
H (1.692, 1.590, 2.661)  0.508
H (0.127, 6.929, 4.247)  0.271
P (0.390, -0.529, -1.985)  -0.362
C (-0.271, -3.819, 2.571)  -0.858
H (-1.814, -2.396, 2.830)  1.039
C (0.061, -4.853, -0.434)  -0.881
H (-0.018, -3.263, -1.805)  0.741
H (-1.930, 5.896, 4.848)  0.318
C (1.810, -0.250, 0.423)  -1.364
H (1.342, 0.668, 4.957)  0.457
P (1.661, 0.367, -3.490)  0.910
F (-1.091, -5.575, -0.094)  -0.372
N (2.419, -2.280, -0.887)  1.035
H (1.999, -1.308, 2.112)  0.588
H (3.571, -0.078, -0.993)  0.559
C (-3.279, -1.150, 0.966)  -0.363
H (-3.220, -3.982, 3.793)  0.275
C (2.857, -3.303, -0.039)  0.217
H (1.555, 4.116, -9.540)  0.316
H (-0.436, -4.854, 2.216)  0.902
C (-2.778, -4.993, 3.879)  -0.830
H (0.493, -5.359, -1.318)  0.358
C (-5.064, 0.697, 1.324)  0.642
N (0.297, -2.356, 0.146)  0.958
C (4.412, -0.758, 0.868)  0.204
H (-7.706, 3.572, 0.443)  0.319
O (3.151, -4.325, -0.500)  -0.456
H (6.247, 0.458, 0.437)  0.408
Br (0.854, 1.474, -0.082)  0.111
C (-0.297, -3.353, -0.740)  -0.668
H (-1.407, -3.368, -0.747)  0.610
H (0.256, 5.309, 1.672)  0.202
O (0.672, 1.167, -4.241)  -0.655
H (3.622, 1.278, -3.447)  0.353
H (0.590, 1.890, -6.497)  0.051
H (1.495, -1.147, -4.987)  0.341
O (-4.775, 0.865, 2.447)  -0.469
H (-1.992, -1.349, -0.704)  0.291
F (3.017, -3.180, 1.288)  -0.224
C (0.354, 4.216, 3.500)  0.294
H (1.586, 5.821, 2.758)  0.347
H (-5.279, 3.179, 0.718)  0.241
H (-3.390, -5.631, 4.533)  0.379
C (-4.235, -0.087, 0.295)  -0.994
O (1.068, 3.248, 3.488)  -0.526
H (-4.898, -0.619, -0.410)  0.396

(3)
C32H50ClF10LiN2O7P2Te as an isolated structure at a distorted geometry, computed with ωB97M-V/def2-TZVPD.

Relative energy (zero: lowest compared OMol25 entry of this formula, charge and spin): 41.1 kcal per mole
LUMO: 3.9 eV
Highest occupied orbital energy: -3.72 eV
Net charge: -2

Each line ends with the natural charge from an NBO analysis.
Cartesian coordinates (Å):
C (-3.054, -2.760, 0.324)  0.330
O (-0.202, 0.409, 1.353)  -1.198
C (0.989, 3.534, -2.413)  -0.199
H (1.625, -2.426, -4.899)  0.203
P (1.141, -0.194, 1.177)  2.445
C (-5.393, 4.450, -0.896)  -0.624
H (-6.353, 4.946, -1.024)  0.193
H (1.352, -3.879, 2.193)  0.189
H (0.398, -5.707, -3.649)  0.192
H (-0.214, 1.943, -0.795)  0.201
H (-2.823, 3.572, 3.195)  0.214
H (3.897, 5.528, -0.912)  0.212
C (-3.451, -3.812, 1.144)  0.203
H (-5.650, 0.519, -0.528)  0.220
F (4.156, -2.403, -1.245)  -0.743
H (2.241, -2.125, 0.175)  0.346
H (2.098, -5.602, -1.742)  0.199
C (4.573, 0.971, 2.686)  -0.625
C (-4.941, 0.841, -1.287)  -0.692
H (1.857, -1.770, 4.353)  0.140
H (1.169, -0.881, -5.626)  0.205
N (-4.261, 2.602, 0.291)  -0.457
C (3.087, 4.967, -1.350)  -0.235
H (3.104, 6.046, -3.196)  0.196
H (2.518, -4.041, -1.042)  0.261
H (-4.470, 4.019, 2.752)  0.174
P (0.699, -1.383, -1.523)  2.482
O (-0.495, -0.548, -1.736)  -1.166
H (2.775, 1.170, 4.894)  0.193
C (-3.677, 3.287, 2.587)  -0.618
H (-0.744, -5.363, -2.333)  0.212
H (0.708, 2.371, 0.653)  0.198
O (0.173, -2.855, -1.997)  -0.838
H (-6.288, 2.624, -0.171)  0.195
H (5.050, 0.396, 1.895)  0.258
H (-2.959, 4.201, 0.760)  0.165
H (2.196, -4.082, 3.732)  0.191
C (-0.104, -2.632, 4.117)  -0.617
F (-3.774, -2.016, 4.274)  -0.334
C (-5.503, 3.317, 0.137)  -0.199
C (-3.675, -3.567, 2.489)  0.234
C (1.236, -2.170, 3.524)  0.147
C (1.467, 3.172, -1.160)  0.038
H (2.128, 1.213, -4.736)  0.197
H (-0.755, -4.364, -3.782)  0.213
H (-5.793, 3.740, 1.100)  0.193
C (-2.871, -1.443, 0.727)  -0.531
F (4.585, -0.125, -2.363)  -0.722
F (4.156, -1.727, 1.211)  -0.766
C (1.925, 0.809, -3.746)  -0.633
C (1.564, 4.555, -3.146)  -0.242
C (-3.532, -2.272, 2.961)  0.269
H (4.582, 2.018, 2.396)  0.207
C (1.252, -1.687, 0.145)  -1.321
C (-3.239, 3.206, 1.127)  -0.222
H (2.903, -3.065, 2.466)  0.260
F (4.571, 1.471, -0.410)  -0.735
H (1.052, -4.889, -0.500)  0.201
O (2.015, -1.160, -2.384)  -0.839
F (-3.116, -0.015, 2.585)  -0.342
H (-0.657, -1.769, 4.476)  0.216
H (-0.695, -3.119, 3.343)  0.203
C (2.635, 5.258, -2.622)  -0.219
N (-2.635, 1.632, -0.983)  -0.755
C (0.904, -3.977, -2.456)  0.118
H (-5.067, 4.047, -1.852)  0.207
Te (3.816, -0.482, -0.503)  2.618
H (1.173, 4.802, -4.124)  0.196
O (1.466, 0.824, -0.435)  -0.890
C (1.241, -1.429, -4.688)  -0.642
F (-4.061, -4.570, 3.322)  -0.322
H (1.621, -3.649, -3.217)  0.172
H (1.327, 0.931, 3.888)  0.237
H (0.894, 1.007, -3.461)  0.210
O (2.509, 0.536, 1.616)  -0.830
H (3.209, -0.898, -3.949)  0.231
Cl (3.016, 3.694, 0.983)  0.024
H (-2.373, 2.546, 1.059)  0.270
H (0.059, -3.328, 4.939)  0.184
H (0.141, 2.998, -2.807)  0.215
C (1.973, -3.375, 2.931)  -0.654
F (-3.642, -5.073, 0.660)  -0.330
H (-2.424, 0.892, -1.643)  0.364
C (2.494, 3.943, -0.625)  -0.029
C (-0.115, -4.920, -3.100)  -0.616
H (-4.457, -0.041, -1.701)  0.248
H (-5.471, 1.365, -2.082)  0.204
C (-3.150, -1.268, 2.078)  0.277
Li (-1.136, -0.296, 0.004)  0.814
C (2.159, -0.689, -3.717)  0.107
F (-2.906, -3.064, -0.994)  -0.354
F (5.763, -0.660, -0.229)  -0.677
H (2.369, 2.334, 3.614)  0.201
H (5.133, 0.849, 3.613)  0.188
H (3.197, -0.577, 3.189)  0.199
C (0.802, 2.060, -0.397)  -0.116
C (2.356, 1.281, 3.894)  -0.640
H (2.590, 1.275, -3.022)  0.254
H (0.255, -1.510, -4.239)  0.224
O (0.964, -1.132, 2.638)  -0.888
C (3.148, 0.468, 2.875)  0.114
H (-4.661, 5.184, -0.570)  0.206
H (0.523, -2.380, 0.566)  0.302
C (-3.863, 1.709, -0.669)  0.494
C (1.691, -4.670, -1.351)  -0.649
H (-4.016, 2.309, 2.916)  0.230

(4)
A 8-piece molecular cluster, C32H51Cl14F5NO6P overall at a distorted geometry, computed with ωB97M-V/def2-TZVPD.

SMILES string: COCCCCCC1=C(P(N)O)C(=O)C(CCOC(C)=O)=C(C(F)(F)C(F)(F)F)C1=O.ClCCCl.ClCCCl.ClCCCl.ClCCCl.ClCCCl.ClCCCl.ClCCCl
LUMO: -1.2 eV
Highest occupied orbital energy: -8.46 eV
Net charge: 0

Each line ends with the Mulliken charge.
Cartesian coordinates (Å):
C (0.516, 3.632, 2.389)  -0.364
C (-1.082, -0.122, 2.784)  -0.655
H (1.201, 2.860, 2.020)  0.122
Cl (2.518, -5.109, 1.789)  -0.207
H (6.155, 2.588, -4.816)  0.329
H (-6.000, -4.686, 1.471)  0.302
C (5.114, 1.932, -3.043)  -0.380
C (1.297, -5.014, 0.496)  -0.538
H (11.264, -3.439, -0.886)  0.334
O (0.816, 5.561, 0.957)  -0.518
H (-3.702, -0.246, -2.656)  0.501
C (4.572, -2.879, -0.397)  0.222
C (-2.348, -1.254, 1.032)  -0.259
C (10.640, -1.405, -1.246)  -0.203
F (1.170, -1.768, -1.096)  -0.320
Cl (11.719, -3.030, -3.163)  -0.194
H (-5.270, -0.895, 1.962)  0.359
O (1.155, -0.323, 2.186)  -0.586
C (-5.569, -6.749, 1.944)  -0.502
C (-3.384, -0.133, -1.605)  -0.950
C (-4.801, -2.816, -4.999)  -0.566
H (2.065, 4.094, 0.105)  0.001
H (4.546, -3.104, 0.666)  0.397
C (6.273, 2.604, -3.735)  -0.571
H (-5.136, -7.335, 2.751)  0.312
P (-3.701, -0.532, 3.584)  0.199
H (-2.902, -2.312, 4.608)  0.369
C (1.533, -0.528, -1.413)  0.541
Cl (7.829, 1.834, -3.338)  -0.150
H (-4.315, 3.497, 0.459)  0.275
F (2.769, -0.423, -0.996)  -0.174
H (1.078, 4.301, 3.049)  0.362
Cl (5.392, -4.229, -1.226)  -0.215
H (-0.130, -0.231, 4.653)  0.400
H (9.793, -3.271, -1.848)  0.243
H (-4.636, 8.347, -0.694)  0.362
H (-4.800, -2.307, 2.715)  0.118
H (-1.040, 4.812, 1.460)  0.167
C (5.235, -1.553, -0.666)  0.138
F (1.473, 1.301, 0.051)  -0.529
F (0.018, 1.354, -1.512)  -0.318
H (4.629, -0.749, -0.250)  -0.058
H (-5.399, -2.362, -7.000)  0.336
F (1.470, -0.450, -2.712)  -0.286
C (10.779, -2.848, -1.660)  -0.359
Cl (-3.710, -2.214, -3.723)  -0.107
Cl (-0.709, -4.015, 2.082)  -0.159
C (-3.744, 2.582, 0.721)  -0.329
Cl (-3.613, 6.392, -1.489)  -0.169
H (-6.564, -7.138, 1.732)  0.341
C (0.370, -3.840, 0.678)  0.283
H (6.342, 3.642, -3.412)  0.354
H (-2.688, 2.804, 0.567)  -0.110
Cl (-4.333, 5.579, 1.724)  -0.149
Cl (-5.599, -0.340, -5.832)  -0.177
Cl (4.814, 0.292, -3.672)  -0.199
C (-0.762, 0.495, 4.119)  -1.375
C (-0.314, -0.126, 0.326)  0.629
C (-0.594, 2.935, 3.223)  0.132
C (1.984, 5.178, 0.246)  -0.404
C (-5.664, -5.289, 2.311)  -0.529
H (-1.640, 0.670, 4.742)  0.418
Cl (-4.102, -4.636, 2.870)  -0.119
H (0.217, 2.152, 5.074)  0.623
C (-0.049, 4.446, 1.198)  -0.280
C (-1.976, -0.767, -1.457)  -1.534
H (-4.052, -0.721, -0.973)  0.604
H (-0.086, 3.821, 0.294)  0.267
H (9.956, -1.330, -0.401)  0.095
H (-4.729, 7.891, 1.693)  0.323
H (1.840, -4.905, -0.443)  0.312
H (-5.792, -2.933, -4.566)  0.322
H (0.929, -2.914, 0.803)  -0.250
H (-0.271, -3.739, -0.198)  0.145
H (-3.101, 7.501, 1.133)  0.303
H (-4.008, 2.335, 1.750)  0.497
H (-1.385, 2.531, 2.583)  -0.348
H (-2.159, -1.835, -1.642)  0.532
H (3.546, -2.858, -0.767)  -0.332
O (-5.289, 1.045, -0.108)  -0.572
Cl (12.191, -0.700, -0.720)  -0.197
H (5.280, 1.856, -1.970)  0.312
H (0.758, -5.958, 0.471)  0.449
H (-4.437, -3.800, -5.293)  0.308
O (-3.207, -1.432, 4.883)  -0.491
C (0.627, 0.533, -0.673)  0.576
H (-1.268, -0.426, -2.212)  0.531
C (-4.824, -1.902, -6.198)  -0.420
H (-6.373, -5.159, 3.129)  0.400
H (4.202, 2.507, -3.207)  0.323
C (-4.647, 7.309, -0.363)  -0.511
O (-3.069, -2.145, 0.804)  -0.568
H (1.088, 1.587, 3.661)  0.478
N (-5.037, -1.327, 2.853)  -0.568
H (-1.044, 3.602, 3.965)  0.608
H (-5.662, 6.930, -0.455)  0.307
C (0.053, -0.189, 1.785)  0.630
C (-4.151, 7.222, 1.058)  -0.450
H (5.352, -1.375, -1.732)  0.130
H (2.010, 5.664, -0.739)  0.272
H (2.858, 5.525, 0.813)  0.302
O (-3.407, 1.267, -1.309)  -0.437
H (-3.821, -1.701, -6.566)  0.302
C (-1.455, -0.665, -0.047)  0.840
C (0.087, 1.794, 4.047)  -1.250
Cl (-4.585, -7.010, 0.482)  -0.181
C (-4.231, 1.537, -0.263)  0.392
H (10.250, -0.793, -2.056)  0.270
C (-2.253, -0.619, 2.402)  1.322
Cl (6.845, -1.436, 0.091)  -0.207